136
Properties=species:S:1:pos:R:3:forces:R:3:lowdin_charge:R:1 method="wB97M-V/def2-TZVPD" homo_lumo_gap_ev=7.696 lumo_energy_ev=-0.37 e_tot_ha=-4176.233148 total_charge=0 spin_multiplicity=1 molar_mass_da=964.892 homo_energy_ev=-8.07 max_force_ev_per_a=3.6 smiles="CN(C)P(=O)(N(C)C)N(C)C.CN(C)P(=O)(N(C)C)N(C)C.CN(C)P(=O)(N(C)C)N(C)C.C[N+](=O)[O-].C[N+](=O)[O-].C[N+](=O)[O-].C[N+](=O)[O-].C[N+](=O)[O-].C[N+](=O)[O-].C[N+](=O)[O-]" e_above_lowest_kcal_mol=29.3
P 3.93342 -1.18778 3.46664 1.765 0.672 0.537 0.438
P 1.15975 4.35218 -1.35972 -0.040 0.641 -0.972 0.507
P 0.03227 -3.66595 -2.86807 -0.280 0.526 1.516 0.501
O -1.97797 -3.33544 2.62631 0.511 -0.362 -0.462 0.043
O -1.07197 -2.99847 -2.10996 0.639 0.007 -0.678 -0.303
O -0.49915 -4.14657 1.27698 1.398 -0.696 0.064 0.063
O -5.59832 -1.72239 -0.06306 -0.724 0.694 -1.551 0.027
O 0.39391 3.94085 -0.16328 -0.157 0.080 0.063 -0.279
O -6.14506 1.06127 2.46444 -1.451 0.041 -1.198 0.071
O 5.17561 -1.84287 3.03142 0.436 -0.713 -0.003 -0.285
O -4.23207 1.02748 -0.30080 -1.086 0.015 0.438 0.037
O -7.38227 -0.80814 -0.91128 1.881 -0.328 -0.436 0.051
O -4.19109 3.16017 -0.44248 -0.681 -0.647 0.439 0.059
O -4.56377 1.17867 3.86914 -0.198 -0.986 -1.039 0.027
O -1.07234 1.85710 -4.06604 -1.318 -1.170 0.757 0.034
O -3.16823 1.70366 -3.52825 1.395 -1.365 0.174 0.051
O -0.81679 0.58272 -0.43949 0.778 -0.311 -1.189 0.065
O 0.07323 3.40509 6.78871 -0.424 0.134 0.357 0.072
O 0.56561 1.90531 5.35260 -1.198 -0.118 0.371 0.030
O -1.57158 -0.25478 1.36271 -0.247 -2.092 1.131 0.071
N 1.93611 5.79628 -1.11169 -0.070 -0.559 -1.738 -0.314
N 2.61167 -2.04739 3.06259 -1.880 0.536 -0.097 -0.287
N 0.13767 -3.31399 -4.45582 0.252 -0.733 -0.523 -0.302
N -6.20112 -1.18103 -0.99977 -1.492 -0.441 1.774 -0.396
N -4.80709 2.11008 -0.26956 1.527 1.167 -1.501 -0.377
N -0.22705 2.44541 6.11959 0.210 0.238 -0.523 -0.426
N -1.56656 -3.66894 1.51677 -1.734 1.172 0.953 -0.442
N 1.50941 -3.31098 -2.17948 0.335 0.484 0.606 -0.263
N -0.24633 -5.28559 -2.97080 0.169 -0.953 0.762 -0.292
N 3.99070 -0.91546 5.10293 -0.567 0.412 0.428 -0.296
N -2.03368 1.21122 -3.60985 0.453 2.505 -0.696 -0.364
N 2.37053 3.30387 -1.83590 -0.033 0.711 0.580 -0.304
N 0.22898 4.49664 -2.73776 0.175 -0.041 0.225 -0.305
N -1.30599 0.66401 0.65254 -0.260 1.062 0.113 -0.441
N -5.17897 0.57717 2.96355 1.377 1.615 2.960 -0.428
N 3.70783 0.31469 2.81801 -0.355 0.502 -0.059 -0.309
C -1.64008 1.89217 6.23018 -0.709 -0.246 -0.667 0.050
C 1.66590 -2.41703 -0.96661 0.710 0.275 -1.457 -0.065
C -2.44718 -3.41768 0.36356 -0.117 0.161 -0.243 0.025
C 2.58334 -4.30888 -2.39064 -0.677 0.205 -0.351 -0.099
C 1.31796 -1.35362 3.36241 -0.954 -1.373 -0.487 -0.092
C -0.81013 -5.93915 -1.75544 0.587 0.397 -0.620 -0.068
C -5.50041 -1.03861 -2.28909 2.028 0.674 0.630 0.040
C -0.89887 -3.88649 -5.31426 -0.587 0.784 0.887 -0.087
C 0.42507 -6.23283 -3.86493 -0.378 -1.152 2.077 -0.132
C 2.68599 -3.45300 3.46439 1.282 0.248 0.345 -0.104
C 3.12162 0.04482 5.82170 1.077 0.565 -0.281 -0.112
C 0.80539 -2.15125 -4.95459 0.540 1.149 -1.262 -0.109
C 1.93271 6.34749 0.20515 -0.628 1.225 0.285 -0.140
C -4.67695 -0.71622 2.54862 2.001 0.066 -0.952 0.025
C 4.93928 -1.69278 5.93176 0.076 2.451 -1.072 -0.080
C -1.74155 -0.18329 -3.23794 -1.541 -0.356 -1.732 0.030
C -1.66682 1.97933 1.12325 0.367 1.831 -0.708 0.029
C 2.53022 6.63896 -2.22873 -1.551 -0.101 2.758 -0.047
C -6.28352 2.24980 -0.21350 0.059 2.061 0.164 0.046
C 3.34792 0.47273 1.43966 -3.050 -0.704 0.179 -0.126
C -1.18532 4.89742 -2.68664 0.909 0.880 -0.015 -0.080
C 1.88265 2.00711 -2.18826 0.858 -1.189 -1.069 -0.146
C 3.57494 3.24797 -0.98433 0.031 1.258 -1.531 -0.086
C 4.62177 1.35740 3.16686 0.762 0.852 0.763 -0.123
C 0.72480 4.40615 -4.09694 0.341 0.870 0.004 -0.136
H -1.64699 -6.57152 -2.05162 -0.104 0.000 0.120 0.087
H 0.01188 3.83513 -4.64600 -0.483 -0.514 -0.636 0.044
H 3.68256 -3.84930 3.19497 -0.392 0.348 0.072 0.084
H -2.16347 1.91148 5.25056 0.856 0.092 0.302 0.087
H 4.15947 2.43860 -1.41254 0.192 -0.289 0.567 0.083
H -6.45344 3.24360 0.26036 0.164 -0.943 0.058 0.120
H 2.76776 -0.42262 6.74262 -0.236 0.068 -0.066 0.077
H 1.37853 -0.28944 3.12869 0.135 -0.177 0.283 0.060
H -1.39213 5.33100 -1.69696 -0.252 -0.358 -0.354 0.084
H -2.66427 -4.40182 -0.05567 0.026 0.246 -0.133 0.095
H 4.12122 2.32709 3.36140 0.019 -0.357 -0.462 0.097
H 3.71352 0.97772 6.12215 -0.698 -1.066 -0.348 0.100
H -2.17426 2.44077 0.28727 0.009 0.255 -0.043 0.071
H 1.31867 7.29880 0.19061 0.730 -0.682 0.337 0.095
H 2.57452 -5.14499 -1.69060 -0.100 0.150 0.462 0.082
H 1.82571 -2.05989 -4.56200 -0.235 -0.187 -0.017 0.081
H 1.98367 -3.99010 2.87761 -0.954 -0.656 -0.110 0.055
H 0.99546 -1.53522 4.40947 0.313 0.333 -0.349 0.089
H 5.12959 1.13558 4.10029 0.212 -0.173 0.054 0.072
H -1.84251 -2.81470 -0.33614 -0.561 -0.403 0.213 0.070
H 3.31090 3.15390 0.06074 0.269 -0.324 0.324 0.067
H 2.45328 1.62612 -3.07413 -0.596 0.131 0.473 0.104
H 2.87981 -0.47881 1.10801 0.513 0.641 -0.330 0.078
H 1.72403 -3.03368 -0.10269 0.183 -0.445 0.925 0.054
H 4.61970 -2.68113 6.04882 -0.478 -1.585 0.497 0.050
H -5.45786 0.00984 -2.61370 -0.388 -0.299 0.272 0.097
H -0.32051 -6.95233 -4.17971 -0.272 -0.284 -0.263 0.081
H -0.05801 -6.55302 -1.24574 0.007 -0.021 -0.172 0.088
H -6.70604 1.45566 0.33948 -0.485 -0.816 0.216 0.049
H 1.44904 5.65344 0.93000 0.614 0.489 -0.601 0.080
H 0.87191 -1.68699 -0.80486 -0.361 -0.386 -0.478 0.060
H -1.36812 5.68423 -3.46798 0.141 -0.556 0.678 0.094
H -6.67202 2.42466 -1.22022 0.319 -0.696 -0.057 0.114
H -1.78479 4.03375 -2.92456 -0.571 -0.143 0.129 0.050
H -2.30400 1.94502 1.96428 -0.585 -0.449 0.914 0.080
H 2.58592 -3.60838 4.56551 -0.372 0.125 -0.650 0.092
H 5.38150 1.46681 2.36476 -0.233 0.150 0.492 0.094
H -3.80836 -0.94562 3.17882 -0.692 -0.254 0.074 0.105
H -1.55608 -0.67131 -4.18225 0.420 -0.005 -0.427 0.085
H -1.50024 0.83785 6.47592 -0.152 0.209 0.212 0.095
H -5.96981 -1.65057 -3.02319 -0.427 -0.473 -0.397 0.095
H 0.32257 -1.15405 -4.76769 0.129 -0.898 -0.076 0.073
H 4.17494 4.16861 -1.16274 -0.420 -0.487 0.405 0.085
H -4.45312 -1.34412 -2.06383 -0.901 0.006 -0.394 0.095
H 2.56832 1.26327 1.32930 0.176 -0.379 0.184 0.089
H -1.11130 -5.16810 -1.04949 -0.108 -0.166 -0.204 0.029
H 0.86579 -5.82624 -4.72829 0.553 0.882 -0.866 0.059
H -2.64767 -0.65927 -2.94556 -0.456 -0.043 1.008 0.066
H 5.89045 -1.67952 5.40311 0.189 -0.155 0.301 0.074
H 2.51956 6.17828 -3.17922 0.364 -0.975 -0.699 0.044
H -0.66887 -3.61534 -6.31212 0.056 0.229 -1.058 0.070
H -5.47248 -1.44012 2.49039 -0.108 -0.091 -0.003 0.102
H 2.97600 6.57002 0.44256 -0.102 0.208 0.652 0.075
H 1.96639 1.25984 -1.41594 0.391 -0.236 0.707 0.067
H 0.83657 2.01917 -2.37387 -0.873 0.161 -0.660 0.041
H 0.87085 -2.27225 -6.06817 0.136 0.286 0.918 0.096
H -1.02352 -4.95348 -5.25469 0.303 -0.295 0.125 0.059
H 4.13612 0.83292 0.84028 1.319 -0.177 -0.871 0.052
H -0.90787 -0.31224 -2.61689 0.851 0.226 1.052 0.061
H -0.78553 2.59062 1.32830 0.128 -0.317 -0.188 0.093
H -1.85664 -3.46256 -5.01548 -0.357 0.097 -0.326 0.085
H 1.92131 7.53556 -2.35144 -0.074 0.215 0.158 0.079
H -4.21742 -0.50455 1.55528 -0.656 -0.427 0.445 0.075
H 2.27831 0.37665 5.19783 0.442 -0.238 0.371 0.033
H 4.99497 -1.14097 6.86961 0.288 -0.375 0.168 0.080
H 2.41113 -4.77258 -3.35790 0.157 0.095 -0.233 0.052
H 1.68194 3.85852 -4.13182 -0.287 0.666 -0.092 0.081
H 3.58323 -3.88488 -2.41368 -0.028 0.354 0.142 0.084
H 0.46343 -1.75432 2.73720 1.100 0.142 0.438 0.074
H 3.49193 6.94055 -1.85433 0.715 0.110 -0.387 0.070
H 0.73453 5.43671 -4.58825 0.453 -1.116 0.505 0.099
H 1.18164 -6.83674 -3.30530 -0.290 0.512 -0.374 0.095
H -3.36630 -2.94397 0.69447 0.166 0.064 0.057 0.076
H 2.59616 -1.79237 -1.05508 -0.591 -0.825 -0.082 0.088
H -2.32918 2.43874 6.91415 1.294 -0.279 -0.131 0.107